[1]
{
  "formula": "C14H41BF3N12O27S2",
  "method": "ωB97M-V/def2-TZVPD",
  "total_charge": 1,
  "de_lowest_kcal_mol": 0.0,
  "largest_force_ev_per_a": 2.96,
  "total_energy_ha": -4366.001892,
  "gap_ev": 6.6,
  "e_lumo_ev": -5.41,
  "homo_ev": -11.97,
  "species": ["C", "B", "O", "S", "S", "O", "O", "C", "F", "F", "F", "H", "H", "H", "H", "H", "C", "N", "O", "O", "H", "H", "H", "C", "N", "O", "O", "H", "H", "H", "C", "N", "O", "O", "H", "H", "H", "C", "N", "O", "O", "H", "H", "H", "C", "N", "O", "O", "H", "H", "H", "C", "N", "O", "O", "H", "H", "H", "C", "N", "O", "O", "H", "H", "H", "C", "N", "O", "O", "H", "H", "H", "C", "N", "O", "O", "H", "H", "H", "C", "N", "O", "O", "H", "H", "H", "C", "N", "O", "O", "H", "H", "H", "C", "N", "O", "O", "H", "H", "H"],
  "coordinates": [[1.35352, -2.05739, 2.61975], [2.00932, -0.66834, 2.39582], [1.29426, 0.34630, 1.91552], [3.88533, -0.20820, 2.81710], [5.31515, -1.78735, 2.42075], [5.91907, -2.08862, 3.67807], [6.16380, -1.26118, 1.40558], [4.45859, -3.33532, 1.80422], [3.63299, -3.05829, 0.80182], [5.47475, -4.07548, 1.36353], [3.85109, -3.94601, 2.81331], [1.79394, -2.64797, 3.42123], [0.32940, -1.85713, 2.92008], [1.26400, -2.65607, 1.71284], [0.99722, 1.00288, 2.59588], [3.91212, -0.12181, 4.16474], [-2.07925, 0.99881, 4.75519], [-0.65537, 0.82249, 4.37850], [-0.14253, -0.26916, 4.49621], [-0.07594, 1.79648, 3.93256], [-2.45311, 0.05178, 5.11373], [-2.12156, 1.76349, 5.52587], [-2.59472, 1.32104, 3.86032], [0.39424, -2.25166, -1.47495], [-1.01202, -2.23764, -0.99568], [-1.74235, -1.35603, -1.38158], [-1.33195, -3.12999, -0.23234], [0.54721, -1.40939, -2.13890], [1.02418, -2.17380, -0.59356], [0.54998, -3.19066, -1.99552], [-0.01032, 3.27884, -0.07116], [-1.34386, 3.35582, 0.57563], [-2.11511, 4.19902, 0.18153], [-1.58412, 2.56901, 1.47243], [0.03915, 4.04541, -0.83890], [0.73235, 3.44228, 0.70500], [0.09208, 2.28557, -0.49899], [5.91830, 0.58033, -1.67048], [4.47368, 0.87954, -1.87160], [3.70231, 0.64887, -0.95716], [4.16139, 1.34116, -2.94271], [6.05297, 0.17874, -0.67389], [6.20473, -0.13958, -2.43142], [6.46053, 1.51200, -1.79700], [-2.83070, -4.99255, -2.62311], [-1.88739, -4.89035, -3.77070], [-2.10645, -5.55852, -4.74895], [-0.94647, -4.12487, -3.64502], [-3.60613, -5.70194, -2.88435], [-2.26090, -5.32574, -1.76141], [-3.24223, -4.00225, -2.45086], [-0.41683, 7.27548, -2.86313], [0.19612, 6.01637, -2.36226], [-0.33063, 4.96015, -2.64670], [1.19728, 6.10358, -1.68451], [-1.29512, 7.01873, -3.44214], [-0.67502, 7.87559, -1.99615], [0.32870, 7.77766, -3.47320], [3.52844, 4.07199, -4.46414], [4.56335, 5.11372, -4.70836], [5.48946, 5.18216, -3.92501], [4.40706, 5.83206, -5.66947], [3.80601, 3.52112, -3.57713], [2.58206, 4.58133, -4.33194], [3.49605, 3.42396, -5.33424], [-6.10474, 1.44415, 2.90110], [-5.60262, 0.15846, 3.45947], [-6.16291, -0.86234, 3.14073], [-4.64102, 0.21323, 4.20465], [-6.95119, 1.22914, 2.26060], [-6.39168, 2.07086, 3.73987], [-5.29044, 1.89579, 2.34138], [-7.95331, -3.10534, 1.11010], [-7.97154, -2.63736, -0.30109], [-7.54021, -3.38346, -1.15535], [-8.41301, -1.52698, -0.50449], [-7.53072, -4.10208, 1.13635], [-7.34272, -2.40368, 1.66871], [-8.97629, -3.10356, 1.47304], [-7.39170, -1.44911, -3.58506], [-7.39052, -0.97692, -4.99784], [-6.95759, -1.72696, -5.84604], [-7.82544, 0.13579, -5.20328], [-6.98062, -2.44863, -3.55420], [-6.78624, -0.75477, -3.01134], [-8.41766, -1.43827, -3.23636], [4.52303, -6.79658, 3.85495], [4.42317, -8.19097, 4.36850], [3.48450, -8.45620, 5.08572], [5.29477, -8.95576, 4.02525], [3.68273, -6.23195, 4.24062], [5.46702, -6.38798, 4.20346], [4.50087, -6.84969, 2.77050], [4.71165, 6.27363, -0.76523], [5.20695, 5.00053, -0.17415], [4.60665, 3.97648, -0.44895], [6.16993, 5.06149, 0.55345], [3.85006, 6.04732, -1.38158], [4.44482, 6.92429, 0.06192], [5.51392, 6.70696, -1.35399]]
}

---

[2]
{
  "formula": "C14H41ClO6PS6",
  "method": "ωB97M-V/def2-TZVPD",
  "total_charge": 1,
  "largest_force_ev_per_a": 1.39,
  "total_energy_ha": -4199.745976,
  "gap_ev": 7.3,
  "e_lumo_ev": -2.87,
  "homo_ev": -10.20,
  "species": ["C", "C", "C", "Cl", "S", "P", "C", "O", "H", "H", "H", "H", "H", "H", "H", "H", "H", "H", "H", "C", "S", "O", "C", "H", "H", "H", "H", "H", "H", "C", "S", "O", "C", "H", "H", "H", "H", "H", "H", "C", "S", "O", "C", "H", "H", "H", "H", "H", "H", "C", "S", "O", "C", "H", "H", "H", "H", "H", "H", "C", "S", "O", "C", "H", "H", "H", "H", "H", "H"],
  "coordinates": [[5.72166, 0.71470, 2.61857], [5.87818, 2.14947, 3.15043], [5.18387, 3.27146, 2.37630], [4.71440, 4.61409, 3.45153], [3.72830, 2.73259, 1.41452], [2.02278, 1.79586, 2.42768], [1.88161, 2.70479, 3.98926], [2.58895, 0.37435, 2.94601], [5.37512, 0.04847, 3.40474], [6.67704, 0.32904, 2.26970], [5.02840, 0.61727, 1.78572], [6.93785, 2.40537, 3.10809], [5.60912, 2.22887, 4.20197], [5.84756, 3.71585, 1.62956], [3.14198, 3.90947, 1.16126], [1.98936, 3.77046, 3.80367], [2.63281, 2.36488, 4.70188], [0.88687, 2.46453, 4.36176], [1.99615, -0.31245, 2.63130], [6.57260, 5.93080, -2.09181], [6.92390, 5.75880, -0.34523], [6.58731, 4.34084, 0.00951], [5.56475, 6.77211, 0.24040], [7.29535, 5.32432, -2.63270], [5.56148, 5.57940, -2.29565], [6.68489, 6.97653, -2.37554], [4.62311, 6.36889, -0.13490], [5.70445, 7.79556, -0.10518], [5.57914, 6.75159, 1.32864], [-0.69960, 1.91533, -2.12106], [0.51816, 2.14833, -0.84121], [0.83719, 3.60371, -0.70357], [1.87210, 1.41988, -1.77349], [-1.63593, 2.35130, -1.77915], [-0.36750, 2.41854, -3.02923], [-0.84137, 0.84949, -2.30377], [1.99934, 1.96547, -2.70788], [1.64736, 0.37186, -1.96976], [2.78049, 1.49673, -1.17728], [-3.29066, -1.11459, -5.54989], [-3.10681, -1.45225, -3.79875], [-1.97920, -0.58131, -3.32776], [-2.45014, -3.10545, -3.98012], [-3.66352, -0.09792, -5.65100], [-2.32286, -1.20862, -6.04205], [-4.01097, -1.81481, -5.97139], [-1.53908, -3.06662, -4.57750], [-3.20730, -3.73363, -4.44488], [-2.23466, -3.48257, -2.98337], [-7.23370, -3.99074, -1.03317], [-6.15655, -2.76148, -1.75537], [-5.34915, -3.44839, -2.80388], [-5.08025, -2.58270, -0.32861], [-7.96625, -4.26803, -1.78897], [-6.65647, -4.86082, -0.73319], [-7.73758, -3.56444, -0.16770], [-4.64505, -3.55226, -0.08567], [-5.65740, -2.20123, 0.51328], [-4.29707, -1.87471, -0.59508], [-6.32741, -6.85988, 3.81133], [-5.74220, -5.69520, 2.57875], [-6.89538, -5.40244, 1.68521], [-4.69462, -6.85605, 1.69441], [-7.04311, -6.33679, 4.44143], [-6.81390, -7.69697, 3.31183], [-5.48679, -7.20237, 4.41435], [-5.29836, -7.69339, 1.34580], [-3.89833, -7.20087, 2.35376], [-4.26444, -6.33203, 0.84305]]
}

---

[3]
{
  "formula": "C14H42AlO30S4Y",
  "method": "ωB97M-V/def2-TZVPD",
  "total_charge": -2,
  "de_lowest_kcal_mol": 0.0,
  "largest_force_ev_per_a": 3.09,
  "total_energy_ha": -4689.435980,
  "gap_ev": 2.7,
  "e_lumo_ev": -0.02,
  "homo_ev": -2.72,
  "species": ["Y", "Al", "S", "O", "O", "O", "O", "S", "O", "O", "O", "O", "S", "O", "O", "O", "O", "S", "O", "O", "O", "O", "C", "C", "O", "O", "H", "H", "H", "H", "H", "H", "C", "C", "O", "O", "H", "H", "H", "H", "H", "H", "C", "C", "O", "O", "H", "H", "H", "H", "H", "H", "C", "C", "O", "O", "H", "H", "H", "H", "H", "H", "C", "C", "O", "O", "H", "H", "H", "H", "H", "H", "C", "C", "O", "O", "H", "H", "H", "H", "H", "H", "C", "C", "O", "O", "H", "H", "H", "H", "H", "H"],
  "coordinates": [[2.38134, 1.76260, 0.55100], [1.68698, -1.19089, -2.42820], [4.15590, -1.42307, 0.21506], [4.13339, -2.35913, 1.33500], [5.46176, -0.83062, -0.12214], [3.79359, -2.11032, -1.04684], [3.14844, -0.34605, 0.36449], [1.45371, 4.79710, -1.30839], [2.82233, 5.28873, -1.51790], [1.61225, 3.55344, -0.44593], [0.53517, 5.75694, -0.69394], [0.90480, 4.31114, -2.58603], [4.26508, 1.44647, -2.64464], [5.58034, 1.18959, -2.07675], [3.95842, 0.26164, -3.48748], [3.21501, 1.45399, -1.62668], [4.39499, 2.68159, -3.36438], [0.05851, 0.09199, 0.21622], [-1.34704, 0.32000, -0.07158], [0.48465, 0.82886, 1.43383], [0.48975, -1.28471, 0.25366], [0.87175, 0.80641, -0.80027], [-0.28112, 0.63036, -5.18375], [-0.22311, 1.71163, -4.12540], [1.01162, 1.49800, -3.43370], [-0.35159, -0.70740, -4.66625], [0.57908, 0.73749, -5.85476], [-1.07496, 0.80360, -5.92119], [-1.08170, 1.72435, -3.45098], [-0.12880, 2.66656, -4.65199], [1.02492, 2.18968, -2.73785], [-0.77977, -1.21962, -5.35521], [-3.30706, 4.08166, -0.71284], [-2.29746, 2.98669, -1.03799], [-2.92770, 1.82524, -1.60910], [-4.06473, 4.44718, -1.85138], [-2.82827, 4.98539, -0.32238], [-3.98604, 3.66797, 0.03650], [-1.84135, 2.84389, -0.05106], [-1.49356, 3.22883, -1.73594], [-2.40560, 1.06336, -1.29482], [-3.45009, 4.85913, -2.46678], [0.92268, -4.10819, 1.60920], [0.75392, -4.65098, 0.16444], [1.58240, -3.96275, -0.73560], [2.23073, -4.19295, 2.07476], [0.18653, -4.67075, 2.19355], [0.60570, -3.06384, 1.58899], [-0.30696, -4.62269, -0.09804], [0.93676, -5.73533, 0.09458], [2.47314, -4.02760, -0.36210], [2.80030, -3.43988, 1.82534], [1.91754, 2.82185, 3.52672], [3.17391, 1.94815, 3.68105], [3.18965, 0.97581, 2.63039], [1.99866, 3.42751, 2.30185], [2.01501, 3.60083, 4.29819], [0.94872, 2.37081, 3.75683], [3.25951, 1.54600, 4.69391], [4.13310, 2.45708, 3.53166], [3.86140, 0.31858, 2.85006], [1.51492, 4.26022, 2.30424], [-1.88153, -3.42111, -2.43043], [-1.11812, -3.70432, -3.71243], [0.24787, -3.75213, -3.45418], [-1.38267, -2.19216, -1.91205], [-1.83277, -4.15768, -1.62564], [-2.94587, -3.21824, -2.59832], [-1.47604, -3.00335, -4.47206], [-1.44709, -4.61288, -4.23582], [0.63511, -4.62366, -3.52911], [-1.85262, -1.92957, -1.11735], [-0.78269, -0.17215, 5.73771], [-0.43403, 0.07076, 4.28706], [-1.26444, 1.07725, 3.74188], [-0.10857, 0.80465, 6.52898], [-0.58510, -1.20939, 6.03105], [-1.85181, -0.11102, 5.96710], [-0.62126, -0.88873, 3.78646], [0.62980, 0.24752, 4.12446], [-0.97056, 1.04021, 2.81875], [0.22662, 0.50242, 7.37360], [-4.20629, -1.07669, 0.96940], [-4.99513, -1.92425, 1.99490], [-5.32725, -3.19864, 1.44129], [-2.92262, -1.67981, 0.85456], [-4.19325, -0.04216, 1.31236], [-4.68068, -1.23330, -0.00415], [-5.93342, -1.45572, 2.28986], [-4.33379, -2.03556, 2.85879], [-4.60213, -3.40292, 0.83826], [-2.34117, -0.97896, 0.48384]]
}